Record 1
Density functional theory data (wB97M-V/def2-TZVPD) for 3 unconnected molecules or ions with the total composition C5H16NO3 in a non-equilibrium geometry.

Cartesian coordinates (Å):
O1 0.71 -2.81 -0.07
O2 0.97 0.15 -2.86
O3 -0.55 -0.15 2.85
N1 1.63 -0.11 -0.06
C1 0.44 -0.45 2.07
C2 -1.04 2.01 -0.44
C3 -1.48 -0.53 -0.31
C4 0.57 0.51 0.87
C5 -0.97 0.75 0.33
H1 0.29 -2.24 0.59
H2 -1.16 -0.85 -1.29
H3 0.84 1.54 1.14
H4 -0.04 2.03 -1.00
H5 0.58 -1.46 1.73
H6 -1.39 0.91 1.34
H7 0.31 0.86 -2.74
H8 2.60 0.10 0.17
H9 1.34 -0.50 2.78
H10 -1.23 -1.29 0.45
H11 1.51 0.14 -1.05
H12 -1.85 1.96 -1.28
H13 1.28 -2.10 -0.49
H14 0.59 -0.68 -2.45
H15 -1.33 2.84 0.15
H16 -2.63 -0.63 -0.45

Output
Charge: -1
M, g mol⁻¹: 138.19
Frontier orbital gap, eV: 5.76

---

Record 2
Density functional theory data (wB97M-V/def2-TZVPD) for a single C3H4N2O molecule in a non-equilibrium geometry.

Cartesian coordinates (Å):
O1 2.16 0.31 -0.58
N1 -1.06 -1.00 -0.03
N2 0.35 -1.32 -0.22
C1 0.90 -0.11 -0.31
C2 -0.04 0.94 -0.18
C3 -1.25 0.33 -0.12
H1 0.19 1.97 0.00
H2 -2.21 0.79 -0.30
H3 -1.90 -1.58 -0.18
H4 2.85 -0.35 -0.67

Output
Charge: 0
SMILES: Oc1cc[nH]n1
M, g mol⁻¹: 84.08
Frontier orbital gap, eV: 10.05

---

Record 3
Density functional theory data (wB97M-V/def2-TZVPD) for a single C7H8 molecule.

Cartesian coordinates (Å):
C1 -0.48 1.28 2.58
C2 0.58 -0.72 -0.17
C3 0.29 -3.28 -0.71
C4 -0.32 0.49 0.04
C5 -0.40 0.93 1.44
C6 0.16 1.63 -0.87
C7 0.05 -1.93 -0.40
H1 -0.54 1.59 3.60
H2 -1.00 -1.95 -0.06
H3 -1.33 0.20 -0.28
H4 0.15 1.30 -1.92
H5 1.18 1.92 -0.61
H6 1.65 -0.55 -0.07
H7 -0.48 2.51 -0.77
H8 0.49 -3.44 -1.79

Output
Charge: 0
M, g mol⁻¹: 92.14
Frontier orbital gap (spin up / spin down), eV: 7.63 / 7.74

---

Record 4
Density functional theory data (wB97M-V/def2-TZVPD) for a molecular structure, C29H46F2N3O2Si2 in a non-equilibrium geometry.

Cartesian coordinates (Å):
Si1 5.85 1.97 2.09
Si2 6.64 3.58 4.49
F1 -5.08 -4.35 -0.21
F2 -0.14 -2.87 -1.40
O1 -3.25 1.01 -5.07
O2 0.94 -0.46 -2.81
N1 5.80 3.41 3.02
N2 -2.38 -4.70 -1.26
N3 0.15 2.26 -1.75
C1 -2.69 0.74 -4.02
C2 -2.55 -3.45 -1.97
C3 -0.70 1.37 -2.58
C4 7.59 1.54 1.50
C5 -1.36 -2.52 -2.00
C6 -3.79 -2.97 -2.64
C7 -1.43 -1.19 -2.66
C8 8.51 3.42 4.29
C9 -5.23 -1.11 -3.99
C10 -3.88 -1.61 -3.33
C11 -0.23 -0.15 -2.69
C12 6.08 2.36 5.81
C13 -5.86 -0.03 -2.95
C14 -5.08 -3.92 -2.59
C15 0.30 1.80 2.22
C16 0.27 2.58 0.81
C17 6.30 5.31 5.17
C18 4.78 2.21 0.56
C19 0.15 1.57 -0.40
C20 -2.70 -0.70 -3.35
C21 -5.87 -3.69 -1.20
C22 -2.35 -5.89 -2.15
C23 -7.31 -0.44 -2.43
C24 -3.13 -7.07 -1.35
C25 -9.38 1.07 -3.53
C26 -8.46 0.37 -3.11
C27 5.16 0.48 3.02
C28 -1.86 1.82 -3.20
C29 -0.86 0.70 2.34
H1 -6.00 -2.59 -0.98
H2 8.81 2.38 4.12
H3 -1.57 -4.68 -0.63
H4 1.10 2.09 -2.14
H5 5.00 -0.36 2.32
H6 8.07 2.42 1.06
H7 -5.73 -3.78 -3.49
H8 5.85 0.13 3.79
H9 9.02 3.76 5.20
H10 6.83 5.47 6.11
H11 -10.29 1.34 -4.14
H12 -5.07 -0.55 -4.96
H13 -1.87 1.20 2.12
H14 -7.40 -0.24 -1.31
H15 -2.19 2.90 -3.10
H16 -7.43 -1.56 -2.59
H17 -0.91 0.19 3.34
H18 5.15 3.04 -0.04
H19 -2.93 -6.88 -0.25
H20 4.79 1.31 -0.06
H21 6.47 2.64 6.79
H22 -4.78 -5.02 -2.56
H23 -2.84 -5.74 -3.15
H24 1.00 0.81 -0.35
H25 -5.97 -1.93 -4.19
H26 -0.77 -0.12 1.55
H27 6.64 6.07 4.46
H28 6.44 1.34 5.60
H29 4.20 0.71 3.48
H30 4.99 2.33 5.88
H31 -5.96 0.99 -3.42
H32 8.86 4.03 3.46
H33 -5.15 0.08 -2.06
H34 0.12 2.52 3.09
H35 1.20 3.24 0.71
H36 -1.28 -6.27 -2.22
H37 8.22 1.17 2.31
H38 3.75 2.42 0.85
H39 -0.87 1.07 -0.33
H40 -0.60 3.31 0.90
H41 -6.91 -4.14 -1.27
H42 1.27 1.26 2.41
H43 7.55 0.76 0.74
H44 -2.74 -8.09 -1.60
H45 5.23 5.46 5.34
H46 -4.25 -6.95 -1.48

Output
Charge: -1
M, g mol⁻¹: 562.87
Frontier orbital gap, eV: 3.81

---

Record 5
Density functional theory data (wB97M-V/def2-TZVPD) for a molecular structure, C21H45LaN2OP3S in a non-equilibrium geometry.

Cartesian coordinates (Å):
La1 0.26 -0.26 0.52
S1 1.51 -2.02 2.22
P1 0.81 -2.11 -1.54
P2 2.32 1.54 1.11
P3 -1.40 1.32 2.42
O1 0.43 1.77 -2.87
N1 -1.08 -2.33 3.05
N2 0.23 -4.24 3.00
C1 1.36 -0.98 -2.88
C2 -2.14 -3.03 3.78
C3 0.67 3.69 -6.63
C4 1.85 3.09 0.24
C5 -0.79 -5.11 3.61
C6 3.91 1.04 0.33
C7 2.36 -3.10 -1.44
C8 1.17 3.63 -4.22
C9 0.64 2.33 -4.14
C10 1.10 4.32 -5.44
C11 0.12 -2.93 2.81
C12 -3.58 -0.94 -0.81
C13 0.23 1.66 -5.31
C14 -0.99 1.49 4.19
C15 -3.40 0.23 -1.42
C16 2.85 2.18 2.74
C17 -2.16 -4.49 3.41
C18 0.23 2.36 -6.55
C19 -0.47 -3.03 -2.46
C20 -1.43 3.08 1.92
C21 -3.19 0.97 2.50
H1 1.54 -1.57 -3.80
H2 3.83 2.67 2.68
H3 2.91 1.33 3.45
H4 -4.11 -1.04 0.15
H5 -0.58 -5.25 4.68
H6 2.76 3.51 -0.21
H7 -1.34 2.45 4.58
H8 2.27 -0.44 -2.59
H9 -0.10 1.89 -7.49
H10 0.56 -0.25 -3.07
H11 -0.25 -2.98 -3.54
H12 -1.94 -2.90 4.85
H13 1.41 3.79 0.95
H14 -3.75 1.91 2.61
H15 -0.71 -6.07 3.11
H16 2.63 -3.49 -2.43
H17 -2.85 0.33 -2.37
H18 -3.51 0.47 1.57
H19 4.71 1.72 0.63
H20 1.41 5.36 -5.48
H21 -0.13 0.61 -5.29
H22 -1.86 3.17 0.92
H23 -2.44 -4.57 2.35
H24 -0.41 3.47 1.91
H25 -3.42 0.32 3.35
H26 -0.50 -4.07 -2.11
H27 0.10 1.43 4.33
H28 -3.19 -1.90 -1.21
H29 -2.90 -5.01 4.03
H30 2.10 2.88 3.14
H31 -2.04 3.63 2.65
H32 1.09 2.87 -0.54
H33 0.67 4.22 -7.60
H34 -3.10 -2.58 3.54
H35 1.55 4.11 -3.32
H36 2.23 -3.91 -0.71
H37 1.17 -4.60 2.88
H38 3.16 -2.44 -1.06
H39 -1.45 -2.55 -2.26
H40 -1.45 0.69 4.79
H41 -3.75 1.18 -1.00
H42 -1.00 -1.33 3.27
H43 1.29 1.81 -2.35
H44 3.83 1.02 -0.77
H45 4.15 0.01 0.64

Output
Charge: +3
M, g mol⁻¹: 605.50
Frontier orbital gap, eV: 5.43

---

Record 6
Density functional theory data (wB97M-V/def2-TZVPD) for 3 unconnected molecules or ions with the total composition C5H14N4 in a non-equilibrium geometry.

Cartesian coordinates (Å):
N1 -0.66 0.41 0.66
N2 1.12 -1.80 1.51
N3 -0.78 1.73 1.19
N4 -0.87 1.12 -1.61
C1 1.01 -0.63 2.07
C2 -1.92 -0.29 0.81
C3 -0.11 0.36 -0.68
C4 1.77 -0.33 -2.16
C5 0.96 -0.40 -0.90
H1 -1.84 0.83 -1.69
H2 2.17 -1.31 -2.41
H3 -1.25 2.34 0.52
H4 1.19 -1.44 0.12
H5 -2.19 -0.29 1.87
H6 1.74 0.09 1.75
H7 -1.78 -1.32 0.47
H8 0.16 2.10 1.29
H9 1.20 0.02 -3.03
H10 0.40 -2.47 1.77
H11 -2.75 0.15 0.24
H12 -0.44 1.16 -2.52
H13 0.24 -0.38 2.80
H14 2.62 0.36 -2.05

Output
Charge: 0
M, g mol⁻¹: 130.19
Frontier orbital gap, eV: 8.49

---

Record 7
Density functional theory data (wB97M-V/def2-TZVPD) for 2 unconnected molecules or ions with the total composition C4H7N3.

Cartesian coordinates (Å):
N1 0.93 0.49 -0.79
N2 -1.27 1.17 -1.00
N3 -2.43 0.72 -1.15
C1 -1.67 -1.40 0.88
C2 -0.77 -1.76 1.61
C3 -0.22 0.98 -0.35
C4 2.11 0.39 0.05
H1 1.90 0.92 0.99
H2 2.34 -0.65 0.28
H3 0.01 -2.08 2.26
H4 -2.96 1.42 -1.68
H5 -2.42 -1.02 0.22
H6 0.97 0.02 -1.69
H7 2.98 0.85 -0.43

Output
Charge: 0
M, g mol⁻¹: 97.12
Frontier orbital gap, eV: 9.41

---

Record 8
Density functional theory data (wB97M-V/def2-TZVPD) for a single C3H11N3 molecule in a non-equilibrium geometry.

Cartesian coordinates (Å):
N1 -0.85 -0.25 -1.25
N2 1.11 -0.23 0.11
N3 -0.68 1.17 0.75
C1 1.83 0.85 -0.53
C2 -0.86 -1.21 1.09
C3 -0.32 -0.10 0.19
H1 -0.57 -2.19 0.70
H2 -1.85 -0.05 -1.29
H3 2.87 0.54 -0.66
H4 -0.44 1.92 0.12
H5 -1.95 -1.17 1.14
H6 1.81 1.73 0.12
H7 1.27 -1.10 -0.41
H8 -0.45 -1.09 2.09
H9 -1.67 1.21 0.96
H10 1.42 1.12 -1.51
H11 -0.70 -1.17 -1.63

Output
Charge: 0
SMILES: CNC(C)(N)N
M, g mol⁻¹: 89.14
Frontier orbital gap, eV: 9.86

---

Respective relative energy (zero: lowest compared OMol25 entry of this formula, charge and spin) values: 65.9; 39.7; 156.4; 119.1; 4.7; 100.7; 117.7; 10.0 kcal/mol.